Record 1
Density functional theory data (ωB97M-V/def2-TZVPD) for C4H46BO31 as an isolated structure.

Positions of all 82 atoms, in Å:
O (-0.11, 1.10, 5.29)
O (0.63, 0.70, -0.18)
O (-5.03, -3.70, -2.56)
O (4.39, 1.51, 1.80)
O (2.21, -1.14, -2.92)
O (-0.98, 0.57, -2.98)
O (-3.78, -1.43, -3.57)
O (-1.20, -0.78, 0.24)
O (-4.01, -0.64, 0.63)
O (0.11, -1.39, 4.33)
O (0.82, -1.69, -0.54)
O (-2.38, -1.83, -1.15)
O (0.92, 2.63, 0.87)
O (1.51, -3.88, -4.32)
O (-2.22, 2.66, 0.40)
O (1.65, 1.60, -2.80)
O (-0.69, 3.48, -1.87)
O (0.58, -0.54, 1.78)
O (-0.05, -3.38, 1.73)
O (1.52, 3.19, 4.66)
O (-3.48, 1.02, -1.54)
O (-0.73, -1.92, -4.34)
O (1.63, 0.89, 3.03)
O (3.55, 3.98, 2.43)
O (3.66, 1.21, 4.92)
O (2.18, 4.16, -0.74)
O (-0.02, -3.29, -1.71)
O (2.72, -3.96, -1.62)
O (-2.52, 0.55, 3.01)
O (0.94, 4.73, 2.38)
O (-1.60, -4.38, -3.51)
C (-1.34, -1.62, -0.68)
C (1.15, 0.59, 1.97)
C (0.97, 1.41, 0.82)
C (-0.11, -2.24, -1.11)
B (0.25, -0.62, 0.33)
H (-0.12, 0.85, -2.71)
H (-4.03, -0.06, -0.10)
H (-0.92, -0.30, -3.41)
H (1.33, -4.71, -3.89)
H (0.89, -3.50, 1.88)
H (-0.95, 3.39, -0.97)
H (3.07, 1.79, 5.34)
H (-0.92, -4.28, -2.81)
H (-3.23, 0.69, 2.39)
H (3.70, 3.05, 2.37)
H (-0.43, -4.09, 1.14)
H (1.85, -3.56, -1.63)
H (-3.22, -1.13, 0.46)
H (1.09, -3.19, -3.79)
H (-2.97, 1.57, -0.94)
H (0.28, 3.59, -1.96)
H (-2.36, -0.43, 2.96)
H (1.78, 5.04, -0.75)
H (2.12, 1.68, -1.97)
H (-2.73, 3.38, 0.06)
H (-4.72, -2.82, -2.49)
H (0.02, -2.31, 4.35)
H (-2.81, 0.74, -2.19)
H (1.05, 4.42, 3.28)
H (-1.26, -2.66, -4.11)
H (2.63, -4.62, -0.94)
H (0.48, -1.25, 3.44)
H (-1.97, 2.88, 1.30)
H (-0.63, 1.55, 4.61)
H (-0.97, -1.79, -5.28)
H (1.43, 2.49, 4.03)
H (1.61, 3.69, -0.12)
H (2.62, 4.32, 2.24)
H (-1.32, -5.12, -4.05)
H (1.94, -0.25, -2.70)
H (4.42, 0.61, 2.09)
H (0.52, 4.01, 1.96)
H (2.80, -1.41, -2.23)
H (-3.72, -2.21, -4.14)
H (3.33, 0.90, 4.09)
H (1.60, 2.54, -3.04)
H (-4.36, -4.26, -2.25)
H (0.75, 3.03, 5.24)
H (0.11, 0.23, 4.89)
H (4.20, 1.52, 0.79)
H (-3.09, -1.57, -2.91)

As for the charge: -1. As for the lowest unoccupied orbital energy: 0.92 eV. The spin multiplicity is 1. The calculation puts the energy relative to the best compared isomer or geometry (same formula, charge and spin) at 75.9 kJ/mol. The HOMO energy is -7.45 eV.

---

Record 2
Density functional theory data (ωB97M-V/def2-TZVPD) for C4H4AgLiO3 as an isolated structure.

Positions of all 13 atoms, in Å:
Ag (1.94, -2.13, 0.34)
O (-2.68, 0.41, 1.39)
O (3.12, 0.85, -2.64)
O (-0.35, -1.60, -0.13)
C (2.08, 0.60, -0.41)
C (-1.56, -0.10, 1.19)
C (2.74, 0.78, -1.55)
C (-0.99, -0.44, -0.12)
Li (-4.33, 0.60, 0.67)
H (2.48, 1.08, 0.49)
H (-1.78, -0.30, -0.89)
H (-0.88, -0.24, 2.05)
H (0.21, 0.50, -0.38)

The expectation value of S² is 0.78. As for the charge: +1. As for the lowest unoccupied orbital energy (alpha / beta): -4.24 / -5.29 eV. The spin multiplicity is 2. The calculation puts the energy relative to the best compared isomer or geometry (same formula, charge and spin) at 253.2 kJ/mol. The HOMO energy (alpha / beta) is -11.67 / -11.67 eV.

---

Record 3
Density functional theory data (ωB97M-V/def2-TZVPD) for C4H4AgO as an isolated structure.

Positions of all 10 atoms, in Å:
Ag (-0.37, -0.13, -2.83)
O (0.15, 1.37, -1.35)
C (-0.90, -0.97, 0.92)
C (0.16, -1.57, 0.08)
C (0.38, -0.26, 0.30)
C (0.83, 1.03, -0.26)
H (-1.88, -0.70, 0.51)
H (-0.90, -1.09, 2.01)
H (1.94, 1.06, -0.32)
H (0.59, 1.26, 0.95)

The expectation value of S² is 0.76. As for the charge: 0. As for the lowest unoccupied orbital energy (alpha / beta): -1.52 / -1.54 eV. The spin multiplicity is 2. The calculation puts the energy relative to the best compared isomer or geometry (same formula, charge and spin) at 225.2 kJ/mol. The HOMO energy (alpha / beta) is -8.09 / -8.41 eV.

---

Record 4
Density functional theory data (ωB97M-V/def2-TZVPD) for C4H4AgO5 as an isolated structure.

Positions of all 14 atoms, in Å:
Ag (-0.25, 0.35, 2.41)
O (2.67, 1.14, 0.69)
O (-0.55, -2.24, 1.61)
O (-0.21, -3.16, -0.49)
O (2.42, 1.22, -1.55)
O (0.95, 0.16, -0.24)
C (2.15, 0.79, -0.41)
C (-0.21, 0.88, 0.27)
C (-0.40, -2.69, 0.55)
C (-1.39, 0.48, -0.59)
H (-1.70, -0.56, -0.41)
H (-2.26, 1.09, -0.32)
H (-0.06, 1.96, 0.14)
H (-1.16, 0.59, -1.67)

The expectation value of S² is 2.01. As for the charge: -1. As for the lowest unoccupied orbital energy (alpha / beta): 2.98 / 1.76 eV. The spin multiplicity is 3. The calculation puts the energy relative to the best compared isomer or geometry (same formula, charge and spin) at 55.3 kJ/mol. The HOMO energy (alpha / beta) is -2.16 / -4.60 eV.

---

Record 5
Density functional theory data (ωB97M-V/def2-TZVPD) for C4H4AuO5 as an isolated structure.

Positions of all 14 atoms, in Å:
Au (-0.28, 0.95, 0.44)
O (2.91, -0.38, -0.61)
O (1.01, -0.51, 0.64)
O (-1.61, -0.58, -0.13)
O (1.52, 1.38, -0.31)
O (-3.22, 1.81, -0.56)
C (0.47, -1.77, 0.19)
C (-1.03, -1.72, 0.45)
C (-2.36, 1.38, 0.08)
C (1.94, 0.19, -0.15)
H (-1.47, -2.62, 0.00)
H (0.95, -2.59, 0.73)
H (0.67, -1.87, -0.89)
H (-1.21, -1.77, 1.54)

The expectation value of S² is 2.01. As for the charge: +1. As for the lowest unoccupied orbital energy (alpha / beta): -5.02 / -8.83 eV. The spin multiplicity is 3. The calculation puts the energy relative to the best compared isomer or geometry (same formula, charge and spin) at 207.1 kJ/mol. The HOMO energy (alpha / beta) is -15.21 / -15.72 eV.

---

Record 6
Density functional theory data (ωB97M-V/def2-TZVPD) for C4H4BeO2 as an isolated structure.

Positions of all 11 atoms, in Å:
O (-1.19, 0.42, 1.32)
O (2.32, 1.42, -1.39)
C (-1.20, -1.42, 0.63)
C (1.50, 0.73, -0.90)
C (0.70, -0.01, -0.19)
C (-2.03, -0.33, 0.76)
Be (3.14, 1.94, -2.18)
H (-3.02, -0.04, 0.39)
H (-1.12, -2.11, 1.49)
H (0.96, -1.08, -0.37)
H (-0.07, 0.46, 0.44)

The expectation value of S² is 0.75. As for the charge: +1. As for the lowest unoccupied orbital energy (alpha / beta): -5.27 / -5.14 eV. The spin multiplicity is 2. The calculation puts the energy relative to the best compared isomer or geometry (same formula, charge and spin) at 0.0 kJ/mol. The HOMO energy (alpha / beta) is -12.04 / -14.15 eV.